1.
Formula: C17H17F3N9NaO4S3Se
Source: the OMol25 dataset
Level of theory: wB97M-V/def2-TZVPD

Summary:
Energy relative to the best compared isomer or geometry (same formula, charge and spin)   0.00 kJ/mol
Total charge   0
Energy   -149929.56900 eV
Frontier orbital gap   0.2523 Ha

Geometry (Å):
Na: -1.0623 -0.3394 -0.9299
N: -1.5634 -2.3061 -4.4833
C: -2.5758 -2.5097 -3.5945
N: -2.6023 -1.9489 -2.4362
C: -3.7803 -2.2508 -1.7343
C: -4.6647 -3.0718 -2.3885
S: -3.9174 -3.5666 -3.9246
C: -3.9279 -1.7849 -0.3211
C: -5.0817 -1.8935 0.3783
S: -4.7371 -1.3944 2.0142
C: -3.1216 -0.8930 1.4812
N: -2.8170 -1.2369 0.2401
N: -2.3247 -0.2226 2.3557
H: -0.6392 -2.1671 -4.0636
H: -1.5373 -2.8932 -5.3280
H: -5.6362 -3.4576 -2.0461
H: -5.9395 -2.4187 0.0874
H: -2.7334 -0.0209 3.2517
H: -1.3306 -0.5658 2.4901
C: 3.4444 1.0152 3.9136
N: 2.2373 0.2132 4.0066
C: 1.3370 0.3819 5.1654
C: 0.1282 -0.3270 4.6688
O: -0.9177 -0.3928 5.2756
N: 0.2977 -0.8246 3.4088
C: 1.5152 -0.3417 3.0405
N: 2.0285 -0.3739 1.8132
H: 3.2045 2.0764 4.0072
H: 3.9579 0.8691 2.9289
H: 4.1147 0.7243 4.7298
H: 1.0839 1.3882 5.4653
H: 1.8189 -0.1121 5.9977
H: 1.4119 -0.6882 1.1401
H: 2.6713 0.3264 1.5203
Se: 2.3466 -2.4424 -2.6546
N: 1.0297 -1.3812 -3.1758
C: 1.4996 -0.1819 -3.3681
C: 0.7035 0.9634 -3.7667
C: 1.3121 2.1334 -3.9819
C: 2.7044 2.2857 -3.7060
C: 3.4643 1.2590 -3.2660
C: 2.8908 -0.0401 -3.0973
N: 3.5850 -1.1202 -2.7889
H: -0.3438 0.7888 -3.8455
H: 0.7828 2.9926 -4.2375
H: 3.1945 3.2657 -3.9088
H: 4.4636 1.4651 -2.9664
F: -1.3002 2.7966 1.1658
C: 0.0177 2.9311 1.4669
F: 0.2648 2.1283 2.5493
F: 0.2163 4.1946 1.7502
S: 1.0790 2.3748 0.0931
O: 2.3938 2.2221 0.7014
O: 0.9107 3.3432 -0.9148
O: 0.4434 1.0286 -0.1785

Atomic forces in eV per Å
-0.066 -0.105 -0.353
0.520 -0.699 -0.936
-0.144 -0.579 -0.209
-0.581 0.600 1.259
-0.200 -0.707 -0.258
0.893 0.094 -0.228
-0.730 0.527 0.632
-0.440 -0.690 -2.349
1.811 0.343 1.020
0.380 0.430 -0.821
-0.234 -0.221 0.763
-0.421 0.793 1.787
0.951 -0.725 -0.421
-0.353 0.245 -0.061
-0.183 0.485 0.825
0.766 0.207 -0.346
-1.085 -0.314 -0.236
-0.062 -0.036 0.205
-0.899 0.473 -0.210
0.231 -0.247 -0.829
-0.271 1.388 1.565
1.547 -0.697 -0.427
-1.470 -0.684 -0.066
-0.444 0.034 0.587
1.813 0.660 -0.925
-0.319 -0.237 -0.421
0.372 -0.885 1.389
0.018 0.002 -0.039
-0.393 0.043 1.007
0.003 0.076 -0.236
0.176 0.524 -0.305
-0.266 -0.193 0.533
-1.199 -0.496 -1.650
0.237 0.566 -0.219
0.844 0.565 -0.236
-0.944 -0.786 0.158
-0.526 0.691 0.118
0.423 -1.189 0.185
0.683 -0.634 0.625
0.989 0.567 -0.482
-0.193 0.604 0.072
1.185 0.237 -0.353
-0.990 -0.328 0.481
-0.697 0.136 -0.290
-0.981 1.200 -0.500
-0.570 -0.826 0.430
0.761 -0.226 -0.003
0.758 -0.049 0.113
-0.997 -1.130 0.162
-0.226 0.997 -0.466
0.356 0.466 0.587
-0.110 -3.432 1.176
-0.477 0.340 -0.417
-0.123 1.099 -1.338
0.882 1.722 -0.048

2.
Formula: C17H17F3NO6PS2V
Source: the OMol25 dataset
Level of theory: wB97M-V/def2-TZVPD

Summary:
Energy relative to the best compared isomer or geometry (same formula, charge and spin)   188.74 kJ/mol
Total charge   +3
Energy   -96448.25990 eV
Frontier orbital gap (spin up / spin down)   0.1945 / 0.1947 Ha

Geometry (Å):
V: -1.0124 -0.4930 -0.5949
S: -3.0638 3.1916 0.0374
C: -1.3958 3.5467 -0.3837
C: -0.8302 4.7688 -0.7038
C: 0.5429 4.8140 -0.9482
C: 1.3233 3.6668 -0.8562
C: 0.7577 2.4364 -0.5525
C: -0.6251 2.3580 -0.3510
N: -1.3663 1.2241 -0.0898
C: -2.6617 1.5584 0.2046
C: -3.4423 0.4280 0.6322
C: -4.7032 0.4182 1.2359
C: -5.2223 -0.7956 1.6663
C: -4.4901 -1.9703 1.5426
C: -3.2622 -1.9769 0.8701
C: -2.7231 -0.7791 0.4531
H: -1.4208 5.6720 -0.7718
H: 1.0088 5.7557 -1.1980
H: 2.3890 3.7394 -1.0091
H: 1.3787 1.5578 -0.4353
H: -5.2610 1.3335 1.3825
H: -6.2175 -0.8323 2.0923
H: -4.8864 -2.9011 1.9257
H: -2.7574 -2.9249 0.6880
F: -3.1323 -0.4697 -2.4082
C: -2.7622 -1.5375 -3.1622
F: -3.3579 -2.5947 -2.6576
F: -3.0587 -1.3349 -4.4028
S: -0.9343 -1.6146 -2.6945
O: -1.1575 -2.1207 -1.2837
O: -0.0338 -2.3693 -3.4490
O: -0.6211 -0.1928 -2.4580
C: 0.9115 -4.2839 0.0966
O: 1.3151 -3.0350 -0.5089
P: 0.9942 -1.6044 -0.0451
O: 1.8605 -0.6763 -0.9516
C: 3.0614 -1.0441 -1.7088
O: 1.3366 -1.5683 1.4902
C: 1.0132 -0.5400 2.4296
H: 1.5128 -5.0512 -0.3941
H: -0.1466 -4.4586 -0.0984
H: 1.1183 -4.2678 1.1649
H: 3.9257 -0.7153 -1.1333
H: 3.0059 -0.5114 -2.6572
H: 3.1099 -2.1157 -1.8838
H: 1.8887 0.0903 2.5934
H: 0.7509 -1.0384 3.3645
H: 0.1601 0.0659 2.0695

Atomic forces in eV per Å
-0.452 1.875 2.861
0.382 -0.831 0.044
0.390 -0.386 -0.164
-0.077 -0.042 0.023
-0.182 -0.163 0.020
-0.084 -0.111 0.039
-0.324 -0.145 0.083
0.934 1.704 -0.349
0.136 1.388 0.434
-1.396 0.423 0.389
0.008 0.215 0.196
0.376 0.117 -0.331
-0.138 -0.089 0.064
0.083 0.049 -0.193
0.293 -0.561 -0.128
0.243 0.040 -0.416
-0.064 0.009 0.078
-0.016 0.075 0.008
0.084 -0.016 -0.012
0.051 0.041 -0.088
-0.021 0.058 -0.009
0.077 0.045 0.116
-0.041 -0.022 -0.026
-0.123 0.164 0.074
-0.213 -0.018 -0.283
-1.006 0.191 0.299
0.304 -0.077 -0.404
0.586 -0.154 0.184
-0.559 -1.916 -3.817
-0.754 -2.603 -0.192
-0.042 -0.142 -0.276
0.072 0.972 0.499
-0.076 -0.909 0.285
-0.306 0.743 -0.207
2.397 0.187 1.860
-0.761 -0.323 0.458
0.879 0.043 -0.464
-0.126 -0.624 -1.402
-0.303 0.657 0.629
-0.135 0.156 0.106
0.089 0.033 -0.029
0.028 0.048 -0.063
-0.119 -0.002 -0.030
-0.061 -0.021 0.172
-0.180 0.045 0.095
-0.114 -0.062 -0.134
-0.031 0.107 -0.189
0.291 -0.169 0.190

3.
Formula: C17H17F3O4S
Source: the OMol25 dataset
Level of theory: wB97M-V/def2-TZVPD

Summary:
Total charge   0
Energy   -45078.69782 eV
Structure (SMILES)   COc1ccc([C@@H](OC)[C@@H](c2ccccc2)S(=O)(=O)C(F)(F)F)cc1
Frontier orbital gap   0.3302 Ha

Geometry (Å):
C: -3.3841 -1.7502 -0.5544
O: -1.9958 -2.1504 -0.4898
C: -1.2238 -1.5452 0.4554
C: -0.0048 -2.1932 0.7348
C: 0.6820 -1.8519 1.8746
C: 0.2233 -0.8430 2.7298
C: 1.1218 -0.5774 3.8898
O: 0.9892 0.7014 4.3170
C: 1.9520 1.7341 3.9134
C: -0.8991 -0.0616 2.3292
C: -1.6358 -0.4315 1.2158
H: -3.8724 -2.5229 -1.1680
H: -3.8223 -1.6956 0.4605
H: -3.4337 -0.7533 -1.0235
H: 0.2851 -2.9973 0.0689
H: 1.6188 -2.3461 2.1110
H: 2.2316 -0.8742 3.7009
H: 1.4037 2.6863 3.8425
H: 2.7417 1.8052 4.6913
H: 2.3997 1.5243 2.9223
H: -1.1881 0.8387 2.8715
H: -2.5287 0.1262 0.9132
F: 1.8849 1.2876 8.1600
C: 1.2506 0.2922 7.5331
F: 0.5722 -0.4180 8.4551
F: 0.3501 0.8684 6.7104
S: 2.4204 -0.9146 6.7074
C: 1.3207 -1.5964 5.3784
C: 1.4971 -3.0983 5.4076
C: 0.4482 -4.0439 5.4027
C: 0.6947 -5.4352 5.2446
C: 1.9825 -5.9409 5.0616
C: 3.0274 -5.0175 5.1494
C: 2.8006 -3.6394 5.3783
O: 3.4629 -0.0763 6.1430
O: 2.7706 -1.8898 7.7299
H: 0.2996 -1.3031 5.6780
H: -0.5784 -3.6986 5.5224
H: -0.1352 -6.1392 5.1925
H: 2.1937 -7.0263 4.9420
H: 4.0558 -5.3437 5.0240
H: 3.6564 -2.9684 5.4563

Atomic forces in eV per Å
0.731 0.059 -0.016
-0.491 0.430 0.015
-0.114 -0.333 0.632
-0.965 0.221 -0.268
-0.147 0.107 -0.087
-0.263 -0.604 -0.348
4.885 -1.064 0.905
0.244 1.728 0.254
-0.034 -0.627 0.261
0.962 -0.492 0.788
0.027 -0.487 -0.710
0.119 0.496 0.278
0.151 -0.169 -0.487
-0.276 -0.400 0.046
0.133 0.024 0.143
-0.129 -0.087 0.024
-1.644 1.137 -1.053
0.080 -0.485 0.147
-0.440 -0.074 -0.571
-0.261 -0.138 0.510
0.134 -0.377 0.107
0.444 -0.175 0.280
0.257 -0.617 -0.351
-1.201 0.490 0.829
0.095 0.281 -0.317
0.621 -0.607 0.623
0.696 0.703 -0.340
-2.826 0.445 0.369
0.511 -1.049 -0.694
0.273 -0.299 -0.203
-0.170 0.561 -0.196
0.167 0.462 0.438
0.095 0.766 0.226
-0.260 -0.650 -0.861
-0.622 -0.672 0.097
-0.766 1.053 -1.353
0.324 -0.585 0.870
0.169 -0.094 -0.147
0.005 0.351 0.176
-0.315 1.015 -0.036
-0.108 -0.007 0.153
-0.096 -0.239 -0.132

4.
Formula: C17H17F5NO5ScTe
Source: the OMol25 dataset
Level of theory: wB97M-V/def2-TZVPD

Summary:
Energy relative to the best compared isomer or geometry (same formula, charge and spin)   51.39 kJ/mol
Total charge   0
Energy   -71220.54409 eV
Frontier orbital gap   0.3092 Ha

Geometry (Å):
Sc: 0.6223 0.1706 -0.2506
O: -2.1468 2.8497 -2.3317
C: -1.3573 2.0164 -2.0242
O: -0.9633 1.7190 -0.7538
C: -0.6960 1.0727 -2.9852
C: -0.8492 1.1723 -4.3524
C: -0.1427 0.2766 -5.1495
C: 0.6776 -0.6736 -4.5622
C: 0.7641 -0.7039 -3.1798
N: 0.0817 0.1495 -2.4271
C: 1.6194 -1.6800 -2.3841
O: 2.2064 -2.5688 -2.9531
O: 1.5718 -1.4429 -1.1075
H: -1.4891 1.9390 -4.7645
H: -0.2303 0.3286 -6.2265
H: 1.2512 -1.3873 -5.1362
C: -1.3690 -3.6371 -0.2268
C: -1.9238 -2.4817 0.5976
C: -2.4178 -1.3573 -0.3179
C: -0.9464 -1.9216 1.6130
C: 0.4377 -2.0641 1.5088
C: 1.2894 -1.4937 2.4581
C: 0.7922 -0.8177 3.5599
C: 1.7068 -0.2094 4.5832
C: -0.5928 -0.7119 3.6831
C: -1.4398 -1.2338 2.7250
H: -2.1464 -4.0372 -0.8791
H: -1.0102 -4.4466 0.4093
H: -0.5396 -3.3149 -0.8619
H: -2.7855 -2.8471 1.1642
H: -1.6131 -1.0420 -0.9968
H: -2.7607 -0.4884 0.2467
H: -3.2340 -1.6968 -0.9577
H: 0.8770 -2.6619 0.7225
H: 2.3600 -1.6306 2.3508
H: 1.4736 -0.5735 5.5848
H: 1.5966 0.8761 4.5897
H: 2.7494 -0.4419 4.3702
H: -1.0099 -0.1903 4.5367
H: -2.5117 -1.1173 2.8416
F: 1.9178 1.4070 -0.6502
Te: -0.8695 2.7692 0.9873
F: 0.5965 3.7569 0.4479
F: -0.9007 3.7094 2.5695
F: -1.8371 4.0899 0.1435
F: -2.5337 2.0609 1.4352
O: 0.0665 1.3114 1.4961

Atomic forces in eV per Å
0.537 0.228 0.268
0.106 0.074 -0.019
-0.278 -0.161 -0.031
0.079 0.232 0.026
0.085 0.048 -0.036
0.014 0.006 -0.004
-0.007 -0.010 0.001
-0.020 -0.012 -0.013
-0.031 -0.007 0.015
-0.028 0.052 -0.069
-0.135 -0.082 0.034
0.067 0.041 -0.005
-0.101 -0.037 -0.022
-0.008 -0.002 -0.001
-0.001 0.000 -0.003
0.003 0.002 0.002
0.014 -0.002 -0.010
-0.004 0.015 0.001
0.000 -0.005 0.021
0.002 0.005 0.124
-0.063 -0.033 -0.095
0.095 -0.067 -0.012
-0.012 0.030 0.021
-0.007 0.022 -0.008
-0.015 0.029 -0.027
0.021 0.000 -0.001
0.006 -0.003 -0.003
0.007 -0.001 0.000
-0.004 -0.005 0.012
-0.005 0.008 -0.012
-0.034 -0.030 -0.001
0.003 -0.004 -0.006
0.006 0.001 -0.017
-0.051 0.021 -0.026
-0.005 0.016 -0.014
-0.010 0.012 -0.002
0.007 0.015 0.012
-0.012 0.001 0.000
-0.010 -0.001 0.001
-0.004 0.003 0.000
0.075 -0.150 0.023
-0.287 -0.086 -0.049
0.050 -0.029 -0.107
0.042 -0.034 0.055
-0.056 0.054 0.094
0.039 -0.079 -0.025
-0.070 -0.073 -0.093

5.
Formula: C17H17IrN
Source: the OMol25 dataset
Level of theory: wB97M-V/def2-TZVPD

Summary:
Total charge   0
Energy   -22222.10812 eV
Spin multiplicity   6
Expectation value of S²   8.796
Frontier orbital gap (spin up / spin down)   0.2336 / 0.2433 Ha

Geometry (Å):
C: 1.3616 1.3101 -2.9618
C: 0.6915 0.0367 -3.0306
C: 1.0731 -0.7323 -1.8795
C: 1.9996 0.0306 -1.1270
C: 2.2114 1.2734 -1.7863
Ir: -0.1686 1.2696 -1.2580
N: 1.2540 2.9766 -0.2732
C: -1.9418 1.0551 -1.8153
C: -1.8234 -0.3445 -2.0204
H: 0.8151 -1.7739 -1.7061
H: 0.1253 -0.3289 -3.8720
H: 2.5069 -0.2669 -0.2178
H: 2.9941 1.9940 -1.5665
H: 1.3627 2.0822 -3.7143
H: -1.8909 -0.6749 -3.0765
H: -2.4709 1.2371 -0.8866
H: 0.6755 3.8380 -0.5686
H: -2.5439 -0.9619 -1.4406
H: -2.1341 1.7405 -2.6363
C: -1.2200 -2.9980 2.4980
C: -1.2818 -2.8711 1.0921
C: -0.8023 -1.7222 0.4727
C: -0.3665 -0.5882 1.2077
C: 0.0531 0.6991 0.6939
C: 0.7668 1.5623 1.4854
C: 0.9124 1.3573 2.8783
C: 0.3650 0.2201 3.4773
C: -0.2587 -0.7451 2.6513
C: -0.6925 -1.9503 3.2450
H: -1.5597 -3.9119 2.9859
H: -1.6844 -3.6915 0.4941
H: -0.7948 -1.6943 -0.6264
H: 1.2123 2.5317 0.8889
H: 1.3943 2.0994 3.5154
H: 0.4370 -0.0124 4.5546
H: -0.5772 -2.0453 4.3235

Atomic forces in eV per Å
0.516 -0.695 0.742
0.974 0.094 0.284
0.346 -0.214 -1.232
0.180 0.825 -0.494
0.570 -0.498 -1.181
6.007 1.076 1.243
0.005 2.850 -2.721
-3.041 0.086 0.606
-3.589 -2.669 -2.079
-0.030 0.501 0.020
-0.176 0.149 0.187
-0.241 -0.012 -0.110
-0.552 -0.174 0.167
-0.046 0.002 0.029
0.489 0.101 0.551
-0.915 0.611 -0.100
0.455 -1.338 0.871
0.806 0.304 -0.063
-0.224 0.149 -0.221
0.195 0.728 0.253
0.442 0.467 0.119
-0.531 -0.356 -0.290
0.389 0.180 1.354
-0.409 -0.591 0.455
-0.962 -0.386 1.291
-0.496 -0.847 0.924
0.503 0.981 -0.665
-0.066 -0.606 -0.775
-0.418 -0.878 -0.342
0.085 0.258 -0.111
0.245 0.240 0.111
-0.157 0.099 1.025
-0.322 -0.679 1.253
0.049 -0.123 -0.292
0.008 0.425 -0.651
-0.090 -0.061 -0.158

6.
Formula: C17H17N3O5
Source: the OMol25 dataset
Level of theory: wB97M-V/def2-TZVPD

Summary:
Energy relative to the best compared isomer or geometry (same formula, charge and spin)   124.55 kJ/mol
Total charge   0
Energy   -32612.89231 eV
Structure (SMILES)   Cc1cc(NC(=O)COC(=O)[C@H]2CC(=O)N(c3ccccc3)C2)no1
Frontier orbital gap   0.3397 Ha

Geometry (Å):
C: -3.9666 -1.6445 -0.5325
C: -2.5624 -1.9691 -0.1890
C: -1.6836 -1.4016 0.6887
C: -0.5020 -2.1575 0.4928
N: -0.6832 -3.0934 -0.4085
O: -1.9604 -2.9811 -0.8307
N: 0.7506 -1.9776 1.0537
C: 1.0333 -1.1490 2.0890
O: 0.2181 -0.6227 2.8057
C: 2.5414 -0.8500 2.1925
H: 2.7509 -0.2956 3.1071
H: 3.1482 -1.7578 2.1301
O: 2.8417 0.0276 1.1052
C: 3.1331 -0.5232 -0.0739
O: 3.3797 -1.6925 -0.2215
C: 3.0613 0.4780 -1.2211
C: 2.2583 -0.1771 -2.3484
H: 2.4409 -1.2458 -2.4463
C: 0.8152 0.0938 -1.9327
O: -0.1598 -0.5192 -2.2928
N: 0.8337 1.1436 -1.0608
C: -0.2981 1.6041 -0.3600
C: -0.2002 2.0003 0.9706
C: -1.3299 2.4013 1.6588
C: -2.5655 2.4114 1.0342
C: -2.6639 2.0217 -0.2904
C: -1.5394 1.6243 -0.9896
H: -1.6208 1.3144 -2.0180
H: -3.6224 2.0296 -0.7877
H: -3.4457 2.7186 1.5786
H: -1.2421 2.6917 2.6946
H: 0.7459 1.9721 1.4874
C: 2.1732 1.6743 -0.8731
H: 2.3298 2.0453 0.1368
H: 2.3462 2.4964 -1.5805
H: 2.4496 0.3029 -3.3094
H: 4.0729 0.7595 -1.5178
H: 1.4930 -2.4783 0.5789
H: -1.8283 -0.5837 1.3594
H: -4.5770 -2.5451 -0.5153
H: -4.0076 -1.2272 -1.5376
H: -4.3580 -0.9188 0.1733

Atomic forces in eV per Å
0.180 -0.196 -0.152
0.504 0.436 0.657
-0.296 -0.355 -0.365
-1.042 -0.205 -0.423
1.356 -0.106 0.528
-0.846 0.239 -0.215
0.079 -0.504 -0.447
0.698 0.041 0.154
-0.168 0.133 0.160
-0.208 -0.313 0.272
-0.106 -0.113 -0.145
-0.049 0.136 0.035
0.060 0.365 0.167
0.138 -0.044 -0.347
0.055 -0.028 0.020
-0.142 -0.007 -0.003
0.024 -0.138 0.000
-0.065 0.084 -0.030
0.156 -0.365 -0.330
-0.131 -0.123 -0.184
0.160 0.080 0.341
-0.363 0.155 0.110
0.088 -0.031 -0.148
-0.051 0.035 0.034
-0.072 0.005 0.097
0.014 0.019 -0.002
0.024 0.038 -0.097
0.011 -0.033 -0.055
-0.085 0.005 -0.056
-0.074 0.034 0.048
0.011 0.019 0.093
0.106 -0.034 0.028
0.282 0.340 -0.029
-0.030 -0.030 -0.141
0.065 -0.046 0.110
0.000 0.033 -0.012
-0.039 -0.008 0.059
0.072 0.188 0.149
-0.115 0.219 0.130
-0.099 -0.013 0.024
-0.067 0.059 -0.065
-0.031 0.030 0.030